Here is a structure of composition C39H48CaN10OSiTe from OMol25. Energies are from ωB97M-V/def2-TZVPD.

```
101
Properties=species:S:1:pos:R:3:forces:R:3:mulliken_charge:R:1
Ca 0.795 -0.868 -0.005 -0.095 0.886 -0.135 2.37
N -2.081 2.899 -2.115 -0.405 0.178 -0.207 0.70
C -2.568 1.612 -1.981 -0.071 -0.173 0.020 -0.63
C -3.761 1.281 -2.644 0.132 0.094 -0.011 -0.89
C -4.294 0.035 -2.440 -0.166 -0.261 0.051 -0.86
C -3.664 -0.850 -1.562 0.084 0.178 -0.147 -1.36
C -2.494 -0.426 -0.972 0.075 -0.037 0.047 -0.41
N -1.924 0.772 -1.179 -0.151 -0.077 -0.072 1.60
C -0.847 3.323 -1.631 0.360 0.207 -0.127 -0.01
C 0.040 4.011 -2.446 -0.204 -0.173 -0.079 -0.62
C 1.341 4.244 -2.071 0.184 0.066 0.007 -0.92
C 1.757 3.594 -0.902 0.014 -0.023 0.078 -0.38
C 0.856 2.993 -0.082 -0.073 -0.032 -0.051 0.43
N -0.527 3.088 -0.298 -0.087 0.151 0.118 1.02
H -2.394 3.390 -2.940 -0.016 -0.061 0.174 0.42
H -4.241 2.002 -3.295 -0.001 0.015 0.004 0.47
H -5.210 -0.247 -2.945 0.018 -0.016 0.002 0.40
H -4.054 -1.834 -1.354 -0.019 -0.025 0.003 0.57
H -1.981 -1.070 -0.265 -0.092 -0.027 -0.181 0.47
H -0.301 4.270 -3.443 -0.034 0.021 0.002 0.31
H 2.035 4.765 -2.713 0.011 -0.039 -0.022 0.34
H 2.801 3.528 -0.627 0.006 -0.012 0.005 0.40
H 1.133 2.511 0.840 0.049 -0.035 0.079 -0.79
C -0.963 -4.069 0.645 0.013 -0.048 0.029 -0.96
C -0.782 -3.817 -0.822 0.065 0.262 -0.002 0.31
C -1.176 -4.733 -1.773 -0.030 -0.071 -0.090 -1.05
C -1.018 -4.380 -3.122 -0.077 -0.110 0.005 -0.58
C -0.493 -3.171 -3.473 0.033 0.140 0.035 -0.85
C -0.076 -2.250 -2.455 -0.023 0.015 0.051 1.05
N -0.244 -2.630 -1.148 -0.297 -0.605 -0.209 0.04
N 0.460 -1.049 -2.642 -0.119 -0.260 0.338 0.49
Si 0.769 -0.304 -4.142 0.039 0.038 0.130 -0.18
C 1.607 -1.407 -5.414 0.106 -0.127 -0.134 -1.41
C -0.802 0.338 -4.953 -0.144 0.045 -0.048 -0.82
C 1.914 1.144 -3.852 0.074 0.115 0.066 -0.68
H -1.335 -5.077 0.826 0.000 -0.012 0.019 0.42
H -1.671 -3.355 1.072 -0.018 0.008 -0.008 0.09
H -0.022 -3.922 1.178 0.008 -0.005 -0.017 -0.02
H -1.593 -5.686 -1.478 -0.019 -0.005 -0.009 0.39
H -1.323 -5.075 -3.898 0.002 0.001 0.000 0.39
H -0.380 -2.895 -4.512 -0.007 -0.020 -0.009 0.18
H 0.906 -1.993 -6.012 0.001 0.004 -0.026 0.38
H 2.297 -2.104 -4.932 0.031 0.007 -0.003 0.37
H 2.197 -0.788 -6.095 -0.007 -0.017 -0.044 0.44
H -1.546 -0.456 -5.063 -0.010 -0.012 -0.010 0.26
H -0.590 0.753 -5.943 -0.014 0.007 -0.006 0.47
H -1.250 1.122 -4.339 -0.015 0.047 0.008 -0.02
H 1.944 1.398 -2.791 -0.020 0.029 0.004 -0.22
H 1.594 2.030 -4.405 0.013 0.037 -0.044 0.43
H 2.934 0.901 -4.159 0.023 0.014 0.023 0.45
N -4.933 -2.209 5.544 -0.058 -0.009 0.042 -0.75
C -4.085 -1.890 4.812 0.247 0.063 -0.203 0.11
C -3.060 -1.504 3.929 -0.237 -0.096 0.177 -0.19
C -1.732 -2.036 4.002 0.017 0.079 -0.020 -0.84
C -0.775 -1.618 3.123 -0.074 -0.066 0.201 -0.88
N -0.960 -0.687 2.136 -0.065 -0.194 -0.471 1.29
C -2.233 -0.188 2.078 0.000 0.180 0.240 -0.04
C -3.267 -0.537 2.896 0.053 -0.013 0.010 -0.96
H -1.480 -2.775 4.752 0.012 -0.004 -0.011 0.46
H 0.219 -2.044 3.166 -0.048 0.007 0.019 0.25
H -2.396 0.568 1.324 0.017 0.025 -0.041 -0.17
H -4.239 -0.079 2.756 -0.002 0.023 0.009 0.52
N 5.841 -1.915 -4.161 0.067 -0.064 -0.155 -0.77
C 5.444 -1.480 -3.162 -0.119 0.110 0.334 0.24
C 4.993 -0.935 -1.934 0.241 -0.056 -0.110 -0.01
C 5.911 -0.516 -0.891 0.007 -0.050 -0.149 -1.10
C 5.341 0.070 0.224 0.013 0.072 0.097 -0.46
C 3.977 0.236 0.340 -0.192 -0.064 -0.289 -1.00
N 3.079 -0.238 -0.636 0.300 0.131 0.296 0.17
C 3.628 -0.794 -1.703 -0.185 0.075 -0.055 -0.27
H 6.974 -0.683 -0.983 0.008 0.020 0.000 0.39
H 5.972 0.400 1.044 0.002 0.024 -0.009 0.38
H 3.530 0.689 1.213 -0.037 -0.025 0.069 0.31
H 2.931 -1.163 -2.449 -0.003 -0.017 -0.005 0.66
C 2.576 2.941 3.606 0.131 0.119 0.090 -1.26
Te 1.285 1.283 3.277 -0.372 -0.107 -0.029 0.48
C 2.584 -0.056 4.276 0.033 -0.066 0.045 -0.97
H 3.525 2.777 3.101 0.044 0.028 -0.004 0.39
H 2.730 3.066 4.675 0.068 0.077 0.017 0.35
H 2.101 3.835 3.206 0.003 0.017 -0.019 0.32
H 2.428 0.020 5.349 0.064 -0.024 0.030 0.38
H 3.603 0.209 4.005 0.036 -0.053 0.005 0.35
H 2.369 -1.061 3.923 -0.009 0.028 0.006 0.14
O 3.209 -3.608 2.734 0.201 -0.217 0.178 -0.78
C 2.506 -2.847 2.138 0.003 0.036 -0.045 0.69
N 1.787 -2.083 1.585 0.378 -0.348 0.179 -1.21
C -2.774 3.622 2.498 -0.035 0.034 0.098 -1.85
C -2.720 3.544 0.965 -0.018 -0.124 -0.166 2.90
C -2.742 4.970 0.402 0.049 0.053 0.058 -1.97
C -4.002 2.817 0.522 0.018 0.020 0.031 -1.47
C -1.391 2.861 0.693 0.372 0.171 0.103 -0.66
H -3.639 4.213 2.810 -0.025 -0.024 0.025 0.48
H -1.873 4.087 2.902 -0.004 0.039 0.004 0.42
H -2.860 2.621 2.931 0.024 0.028 -0.014 0.29
H -3.654 5.474 0.732 0.001 0.016 -0.006 0.47
H -2.730 4.981 -0.686 0.009 -0.035 -0.065 0.31
H -1.881 5.544 0.756 -0.010 -0.010 0.018 0.33
H -4.858 3.259 1.041 0.005 0.001 -0.005 0.59
H -3.965 1.760 0.776 -0.034 -0.045 0.007 0.01
H -4.181 2.911 -0.542 -0.008 0.001 -0.137 0.28
H -0.892 2.466 1.568 -0.019 -0.052 0.017 -0.32
```
Positions in Å, forces in eV/Å.

As for the spin multiplicity: 1. As for the HOMO-LUMO gap (alpha / beta): 3.94 / 3.48 eV. For the HOMO energy (alpha / beta), the calculation gives -0.32 / 0.14 eV. For the relative energy (zero: lowest compared OMol25 entry of this formula, charge and spin), the calculation gives 144.8 kJ/mol. Its net charge is -2. The calculation puts the LUMO energy (alpha / beta) at 3.623 / 3.621 eV.

Here is a cluster of 9 separate species, C39H48F24O15 in total in a non-equilibrium geometry from OMol25. Energies are from ωB97M-V/def2-TZVPD.

```
126
Properties=species:S:1:pos:R:3:forces:R:3:mulliken_charge:R:1
F 16.318 -18.638 10.404 -0.026 -0.311 -0.890 -0.23
C 16.348 -19.972 10.603 0.259 -0.484 1.546 0.06
F 15.192 -20.546 10.208 0.000 0.237 -0.249 -0.23
C 17.532 -20.720 9.956 0.395 1.234 -0.454 0.91
F 17.498 -20.547 8.606 -0.068 0.134 -0.065 -0.18
F 17.418 -22.045 10.176 -0.306 -0.144 0.175 -0.33
C 18.905 -20.314 10.505 -0.376 0.276 0.197 -0.85
O 18.977 -18.921 10.775 -0.221 0.376 0.247 -0.20
C 20.006 -18.530 11.612 -0.503 -1.393 -0.758 0.66
F 21.171 -18.963 11.078 0.535 -0.043 -0.029 -0.34
F 20.008 -17.220 11.623 -0.040 0.615 0.268 -0.28
C 19.933 -19.123 13.039 0.479 0.763 0.313 0.38
F 21.024 -18.680 13.712 -0.056 0.076 0.008 -0.27
F 18.835 -18.631 13.650 -0.128 -0.231 -0.060 -0.26
H 16.449 -20.080 11.691 -0.156 -0.290 -0.032 0.31
H 19.638 -20.575 9.743 0.156 -0.348 0.305 0.16
H 18.989 -20.836 11.456 0.333 -0.481 -0.303 0.44
H 19.966 -20.210 13.102 -0.260 -0.017 -0.199 0.30
F 11.280 -26.806 1.205 0.715 -0.097 -0.638 -0.28
C 12.373 -26.547 1.971 -1.535 0.218 2.046 -0.02
F 13.232 -27.583 1.973 0.284 0.244 -0.859 -0.27
C 12.969 -25.164 1.682 0.040 0.029 0.223 1.36
F 13.778 -24.869 2.742 0.483 -0.484 -0.498 -0.30
F 11.952 -24.269 1.829 -0.088 -0.252 -0.669 -0.30
C 13.679 -25.048 0.345 -0.658 -0.819 0.427 -1.11
O 14.319 -23.800 0.343 0.570 0.281 -1.727 -0.29
C 15.406 -23.720 -0.516 0.747 -0.040 2.642 0.78
F 16.444 -24.363 0.114 0.025 -0.154 -0.502 -0.33
F 15.238 -24.326 -1.690 -0.299 0.307 -0.139 -0.28
C 15.795 -22.231 -0.612 -1.213 0.182 -0.751 0.21
F 16.024 -21.711 0.604 0.157 -0.328 0.150 -0.16
F 16.893 -22.078 -1.371 0.132 -0.137 -0.040 -0.30
H 11.980 -26.474 2.993 0.137 0.062 0.009 0.22
H 12.945 -25.182 -0.458 -0.118 0.479 0.103 0.31
H 14.331 -25.920 0.225 0.428 0.331 0.312 0.49
H 14.938 -21.708 -1.050 0.240 0.210 -0.145 0.20
F 21.126 -23.735 5.175 0.321 0.040 0.403 -0.24
C 20.797 -23.296 6.421 -1.137 0.025 -0.685 0.15
F 21.301 -24.131 7.353 0.126 0.235 -0.284 -0.27
C 21.280 -21.858 6.666 -0.361 0.233 -0.512 0.90
F 20.947 -21.569 7.960 0.714 -0.169 -0.005 -0.30
F 20.513 -20.988 5.943 0.005 -0.458 -0.425 -0.28
C 22.743 -21.596 6.389 1.064 -0.175 1.193 -1.04
O 23.168 -22.017 5.110 -0.379 0.117 -0.609 -0.32
C 24.465 -22.446 4.960 -1.227 0.763 0.707 0.91
F 25.313 -21.407 4.984 0.266 -0.201 0.161 -0.28
F 24.763 -23.296 5.977 0.634 0.155 -0.206 -0.30
C 24.496 -23.234 3.678 0.025 -1.926 -1.653 0.21
F 23.899 -22.628 2.616 0.378 0.282 0.780 -0.23
F 25.763 -23.582 3.295 -0.372 0.667 0.501 -0.27
H 19.698 -23.301 6.432 0.168 -0.067 0.464 0.30
H 23.293 -22.177 7.133 -0.078 0.173 0.191 0.42
H 22.958 -20.538 6.552 -0.130 0.050 -0.071 0.40
H 23.969 -24.180 3.860 -0.066 0.274 0.057 0.20
O 10.859 -21.082 6.673 -0.417 -0.115 -0.045 -0.53
C 11.462 -22.102 6.596 1.639 0.424 0.015 0.49
C 12.563 -22.604 7.548 -0.740 -1.113 -0.152 -0.01
C 12.571 -24.096 7.133 1.240 0.189 0.630 -0.91
C 12.262 -24.033 5.643 0.568 -0.361 1.130 0.42
O 11.348 -22.970 5.552 -1.157 0.241 -0.670 -0.38
H 13.538 -22.146 7.417 -0.182 0.321 -0.444 -0.24
H 12.235 -22.403 8.566 0.003 -0.188 0.054 0.49
H 13.527 -24.618 7.241 0.009 0.207 0.361 0.40
H 11.843 -24.622 7.749 -0.252 -0.193 -0.432 0.31
H 13.158 -23.795 5.064 -0.030 0.065 0.033 -0.14
H 11.902 -25.013 5.323 -0.634 0.394 -0.365 0.24
O 14.217 -21.414 5.202 0.057 0.004 0.304 -0.54
C 15.216 -20.886 4.790 -0.988 -0.638 -0.590 0.15
C 16.308 -20.248 5.547 0.626 -0.265 0.218 0.77
C 17.271 -19.706 4.444 -0.562 0.633 2.416 -0.68
C 16.582 -20.042 3.130 0.093 0.165 0.026 0.81
O 15.450 -20.862 3.465 0.325 -0.105 -0.211 -0.09
H 15.911 -19.576 6.308 -0.022 0.424 -0.448 -0.49
H 16.755 -21.021 6.178 0.140 -0.139 -0.269 0.14
H 17.334 -18.642 4.674 0.241 0.120 -0.658 0.39
H 18.241 -20.131 4.692 0.163 -0.102 -0.850 -0.03
H 16.155 -19.173 2.629 0.317 0.114 -0.008 -0.59
H 17.248 -20.551 2.436 -0.293 -0.212 -0.014 0.03
O 10.829 -18.140 6.961 -0.590 0.092 0.169 -0.51
C 11.913 -18.004 7.414 -0.317 0.295 -0.312 0.22
C 13.205 -18.420 6.779 -0.026 1.124 -0.192 1.27
C 14.184 -18.194 7.902 1.119 -1.540 0.456 -0.21
C 13.529 -17.303 8.961 -0.159 0.182 -1.428 -0.44
O 12.143 -17.285 8.562 0.206 -0.111 0.684 -0.41
H 13.149 -19.383 6.278 0.002 -0.200 0.459 -0.56
H 13.352 -17.688 5.975 0.000 0.028 0.000 -0.34
H 14.317 -19.157 8.404 0.323 -0.048 -0.210 -0.09
H 15.164 -17.866 7.556 -0.002 0.196 0.227 0.54
H 13.680 -17.712 9.956 -0.404 0.015 0.075 0.19
H 13.935 -16.291 8.935 -0.257 0.117 0.042 0.28
O 11.773 -15.533 1.155 -0.299 0.216 -0.023 -0.58
C 12.890 -15.816 1.443 -0.111 0.506 0.559 0.51
C 13.652 -15.572 2.758 0.232 0.223 -0.446 -0.61
C 14.603 -16.750 2.707 0.072 -0.131 0.050 0.45
C 14.962 -16.736 1.216 -0.469 -0.206 -0.096 -0.13
O 13.731 -16.404 0.567 -0.382 -0.284 -0.106 -0.37
H 14.211 -14.639 2.624 -0.126 0.092 0.063 0.33
H 13.031 -15.490 3.643 -0.226 -0.099 -0.159 0.33
H 15.470 -16.757 3.368 0.008 0.338 -0.013 0.42
H 13.967 -17.596 2.983 0.363 -0.371 -0.296 -0.32
H 15.625 -15.916 0.922 0.527 -0.366 0.396 0.30
H 15.258 -17.692 0.785 0.380 0.126 0.116 -0.24
O 10.281 -19.363 3.578 -0.007 -0.370 -0.006 -0.61
C 11.188 -19.761 2.913 -0.138 0.248 0.771 0.21
C 11.777 -21.155 2.786 0.111 0.207 -0.961 0.57
C 12.530 -21.027 1.453 0.531 -1.297 -0.615 -0.05
C 12.891 -19.556 1.404 0.325 -0.398 -0.560 0.91
O 11.851 -18.900 2.102 0.406 0.731 -0.267 -0.41
H 12.480 -21.411 3.578 -0.355 0.166 0.306 -0.60
H 10.930 -21.833 2.745 0.232 -0.273 0.221 0.50
H 13.440 -21.616 1.310 0.109 -0.022 0.877 -0.26
H 11.954 -21.468 0.633 -0.540 0.911 -0.126 0.39
H 13.864 -19.425 1.895 -0.215 0.058 0.330 -1.13
H 13.031 -19.123 0.413 -0.459 0.008 -0.042 0.49
O 16.647 -18.147 -1.443 -0.007 -0.101 0.014 -0.58
C 17.733 -18.370 -0.994 -0.320 0.424 -0.726 0.38
C 19.080 -17.971 -1.608 -0.356 0.006 1.637 -0.46
C 20.056 -18.722 -0.707 1.010 -0.237 -0.563 -0.78
C 19.267 -18.983 0.558 0.272 -0.362 0.108 -0.35
O 17.890 -19.043 0.162 0.390 -0.131 0.482 -0.07
H 19.013 -18.174 -2.670 0.459 0.086 -0.051 0.36
H 19.255 -16.921 -1.365 -0.448 0.215 -0.630 0.24
H 20.431 -19.632 -1.179 -0.305 -0.172 0.158 0.27
H 20.953 -18.172 -0.418 -0.065 0.230 -0.357 0.40
H 19.609 -19.911 1.016 -0.511 -0.143 0.062 0.32
H 19.401 -18.192 1.298 -0.150 0.134 -0.078 0.32
```
Positions in Å, forces in eV/Å.

As for the spin multiplicity: 1. As for the HOMO-LUMO gap: 9.08 eV. For the HOMO energy, the calculation gives -9.25 eV. For the relative energy (zero: lowest compared OMol25 entry of this formula, charge and spin), the calculation gives 159.7 kJ/mol. Its SMILES is FC(F)C(F)(F)COC(F)(F)C(F)F.FC(F)C(F)(F)COC(F)(F)C(F)F.FC(F)C(F)(F)COC(F)(F)C(F)F.O=C1CCCO1.O=C1CCCO1.O=C1CCCO1.O=C1CCCO1.O=C1CCCO1.O=C1CCCO1. The calculation puts the LUMO energy at -0.169 eV.